Entry 1:
The following is a quantum chemistry calculation of 2 unconnected molecules or ions with the total composition C5H14N, from the Open Molecules 2025 dataset.

2S+1: 2
E_LUMO (alpha / beta), eV: 0.99 / 0.66
Charge: 0
E_HOMO (alpha / beta), hartree: -0.122 / -0.357

Geometry as XYZ:
```
20
Properties=species:S:1:pos:R:3:mulliken_charge:R:1
C 1.68330 0.17545 -1.80291 -1.296
N 0.58070 -0.74046 -1.43115 -1.483
H 2.28623 0.46354 -0.94997 0.282
H 2.33626 -0.28759 -2.54386 0.787
H 1.19926 1.04366 -2.25645 0.415
H -0.25663 -0.30357 -1.03762 -0.431
H 0.82486 -1.36697 -0.61804 0.555
H 0.25886 -1.34295 -2.21625 1.327
C -2.03394 -0.05460 0.54870 -1.388
C -0.61325 0.02452 1.10991 0.906
C -0.03260 -1.04757 1.67851 -1.067
C 0.01710 1.38646 1.06779 -1.145
H -2.69156 0.60915 1.10677 0.341
H -2.39006 -1.07866 0.69206 0.245
H -2.04535 0.22311 -0.51803 0.423
H 0.87713 -0.86811 2.24622 0.283
H -0.52558 -2.00625 1.76342 0.318
H 0.90944 1.39707 1.68800 0.351
H -0.67349 2.14154 1.44106 0.349
H 0.28933 1.63223 0.03183 0.225
```

Entry 2:
The following is a quantum chemistry calculation of 2 unconnected molecules or ions with the total composition C5H8N2Se, from the Open Molecules 2025 dataset.

2S+1: 1
E_LUMO (alpha / beta), eV: -2.96 / -2.96
Charge: 0
E_HOMO (alpha / beta), hartree: -0.300 / -0.298

Geometry as XYZ:
```
16
Properties=species:S:1:pos:R:3:mulliken_charge:R:1
C -2.80169 -1.10309 0.52974 -0.363
C -2.76750 -0.47622 -0.68698 -0.329
C -0.80072 -1.11655 -0.11028 0.211
C -0.86234 0.10737 -2.22668 -0.831
C 3.49444 -1.75704 0.38605 -0.747
N -1.55462 -1.52478 0.84523 -0.515
N -1.42217 -0.47658 -1.05797 0.104
Se 2.64297 -0.13549 0.02446 -0.025
H -3.69772 -1.38731 1.08096 0.353
H -3.61505 -0.01140 -1.11683 0.397
H -1.66993 -0.09135 -2.90586 0.362
H -0.71255 1.13400 -2.13121 0.277
H 0.18093 -0.34477 -2.36861 0.299
H 4.34752 -1.78372 -0.26398 0.304
H 3.73823 -1.87004 1.58467 0.241
H 2.82247 -2.58113 0.06910 0.262
```

Entry 3:
The following is a quantum chemistry calculation of 2 unconnected molecules or ions with the total composition C11H13NO, from the Open Molecules 2025 dataset.

2S+1: 1
SMILES: C=C(C)C(=C)C#N.Cc1ccco1
E_LUMO, eV: 0.07
Charge: 0
E_HOMO, hartree: -0.303

Geometry as XYZ:
```
26
Properties=species:S:1:pos:R:3:mulliken_charge:R:1
C -2.43902 -1.47744 0.61569 -1.322
C -2.38070 -0.17338 0.36769 1.124
C -2.74026 0.86155 1.39118 -1.360
C -1.94092 0.33096 -0.94694 0.701
C -2.20246 -0.25303 -2.12037 -1.015
C -1.17406 1.52619 -0.94164 0.015
N -0.54386 2.48385 -0.94422 -0.493
H -2.16827 -2.21580 -0.11957 0.316
H -2.74988 -1.84950 1.57669 0.301
H -2.05406 1.70678 1.34405 0.388
H -2.71778 0.43946 2.39207 0.375
H -3.74658 1.23701 1.19832 0.295
H -1.83640 0.16022 -3.04518 0.348
H -2.79726 -1.14831 -2.18239 0.314
C 3.67146 1.53291 0.63812 -1.160
C 2.92419 0.37790 0.07387 0.392
C 3.23035 -0.49455 -0.92837 -0.317
C 2.12802 -1.37906 -1.03693 -0.678
C 1.23699 -0.97754 -0.09382 -0.272
O 1.71019 0.08356 0.58415 -0.304
H 4.73645 1.40482 0.46696 0.326
H 3.34929 2.46077 0.16514 0.259
H 3.47985 1.61340 1.70570 0.301
H 4.12771 -0.51024 -1.51364 0.477
H 2.01865 -2.19671 -1.71928 0.421
H 0.27441 -1.35229 0.19592 0.569
```